This record from the OMol25 dataset describes C32H34As2BF6N3O3RuS2 as an isolated structure. The level of theory is ωB97M-V/def2-TZVPD.

Output
frontier orbital gap: 5.54 eV
total charge: -2
spin multiplicity: 1
molecular weight: 948.49 g mol⁻¹

Geometry (Å):
Ru -2.788073 0.590278 0.827807
S -3.152425 2.253129 2.366048
C -3.229886 3.411053 1.084906
S -2.716129 2.626656 -0.352727
C -3.646304 4.736164 1.220450
C -4.073577 5.237802 2.477154
N -4.423106 5.650171 3.498387
C -3.695441 5.614270 0.106989
N -3.737574 6.340924 -0.789980
C -1.275523 -3.041968 1.329294
As -2.734527 -2.501202 2.433107
C -4.018290 -3.927906 2.536022
C -2.118861 -2.299921 4.245985
O -3.495647 -1.087777 2.017609
H -0.838288 -3.936622 1.776146
H -0.543662 -2.237040 1.314319
H -1.631223 -3.238038 0.319749
H -3.495806 -4.870372 2.703920
H -4.570123 -3.973066 1.603116
H -4.685228 -3.721167 3.371903
H -1.664734 -3.220620 4.613256
H -2.980980 -2.032931 4.855162
H -1.402993 -1.484081 4.274375
N -4.881393 0.601265 0.306234
H -5.311640 1.515753 0.387190
H -5.304563 -0.044352 0.966560
H -5.021750 0.235308 -0.630754
C -0.837263 0.401501 1.491322
C 0.312402 0.342491 2.002697
C 1.611138 0.256072 2.412212
C 2.248867 -1.066280 2.511016
C 3.546051 -1.310726 2.032994
C 4.110329 -2.574948 2.076130
C 3.406215 -3.655339 2.595309
C 2.122916 -3.435991 3.079552
C 1.566879 -2.167634 3.045392
C 2.383187 1.492544 2.585604
C 3.589200 1.531070 3.303593
C 4.299461 2.710548 3.471740
C 3.829213 3.904240 2.942334
C 2.624961 3.889381 2.245009
C 1.918977 2.713772 2.065851
H 4.104668 -0.492194 1.595993
H 5.108649 -2.721956 1.678590
H 3.848438 -4.643747 2.621628
H 1.554000 -4.257754 3.502687
H 0.581302 -1.996409 3.449125
H 3.969353 0.620505 3.750601
H 5.226489 2.694721 4.035555
H 4.382754 4.826239 3.073102
H 2.227987 4.807354 1.826908
H 0.989871 2.725318 1.509086
F -3.340786 -1.240421 -1.175254
As -4.030616 -2.598887 -2.035593
F -4.310124 -3.389361 -0.497471
F -5.589864 -1.830913 -1.899540
F -4.751088 -3.950732 -2.845456
F -3.746497 -1.810608 -3.542002
F -2.470128 -3.355603 -2.097920
C 3.081706 0.061044 -6.034597
C 2.657315 1.087662 -4.984363
C 1.915529 2.222125 -5.704731
C 3.926673 1.651222 -4.330787
C 1.753313 0.483794 -3.907201
C 1.390647 -0.858290 -3.901654
C 0.579638 -1.409936 -2.899375
C 0.153864 -0.572774 -1.901751
O -0.594367 -0.860426 -0.807422
B -0.707222 0.359148 -0.064976
O -0.062879 1.394355 -0.832063
C 0.492287 0.778755 -1.899354
C 1.284587 1.322608 -2.880454
H 3.730271 0.543039 -6.771078
H 2.220375 -0.351710 -6.563215
H 3.637424 -0.765538 -5.587604
H 2.560201 2.679932 -6.461519
H 1.605213 3.001204 -5.008364
H 1.018750 1.840758 -6.196699
H 4.584055 2.089802 -5.087926
H 4.472689 0.861126 -3.811330
H 3.689794 2.422445 -3.597481
H 1.733783 -1.514562 -4.689448
H 0.292805 -2.452962 -2.910820
H 1.534389 2.375184 -2.838825

Forces on the atoms, in the same order (eV/Å):
Ru -0.6 -0.5 -0.2
S 0.1 0.2 -0.1
C 0.0 -0.2 0.0
S -0.1 0.2 0.1
C 0.0 -0.1 0.0
C 0.0 0.0 0.0
N 0.0 0.0 0.0
C 0.0 0.0 0.0
N 0.0 0.0 0.0
C 0.0 -0.1 0.0
As 0.0 0.2 0.1
C 0.1 0.0 0.0
C 0.1 -0.1 0.0
O -0.2 0.0 -0.2
H 0.0 0.0 -0.1
H 0.0 0.0 0.0
H -0.1 0.0 0.0
H 0.0 0.0 0.0
H 0.0 0.0 -0.1
H 0.0 0.0 0.0
H 0.0 0.0 0.0
H 0.0 0.0 0.0
H 0.1 0.1 0.0
N 0.1 0.0 0.1
H 0.0 0.0 0.0
H 0.0 0.0 0.0
H 0.0 0.0 0.0
C 0.3 0.0 -0.1
C -0.2 -0.4 0.1
C 0.0 0.2 0.0
C 0.0 0.0 0.1
C 0.0 0.0 0.0
C 0.0 0.0 0.0
C 0.0 0.0 0.0
C 0.0 0.0 0.0
C 0.1 0.0 0.0
C 0.0 0.0 0.0
C 0.0 0.0 0.0
C 0.0 0.0 0.0
C 0.0 0.0 0.0
C 0.0 0.0 0.0
C 0.0 0.0 0.0
H 0.0 0.0 0.0
H 0.0 0.0 0.0
H 0.0 0.0 0.0
H 0.0 0.0 0.0
H -0.1 0.0 0.0
H 0.0 0.0 0.0
H 0.0 0.0 0.0
H 0.0 0.0 0.0
H 0.0 0.0 0.0
H 0.0 0.0 0.0
F 0.1 0.0 0.0
As 0.0 0.0 0.1
F 0.0 0.0 0.1
F 0.0 0.0 0.0
F 0.0 0.0 0.0
F 0.0 0.0 0.0
F 0.0 0.0 0.0
C 0.0 0.0 0.0
C 0.0 0.0 0.0
C 0.0 0.0 0.0
C 0.0 0.0 0.0
C 0.0 0.0 0.0
C 0.0 0.0 0.0
C 0.0 0.0 0.0
C -0.1 0.0 -0.1
O -0.1 0.0 0.3
B 0.4 0.5 -0.1
O 0.2 -0.2 0.1
C -0.1 0.1 -0.1
C 0.0 0.0 0.0
H 0.0 0.0 0.0
H 0.0 0.0 0.0
H 0.0 0.0 0.0
H 0.0 0.0 0.0
H 0.0 0.0 0.0
H 0.0 0.0 0.0
H 0.0 0.0 0.0
H 0.0 0.0 0.0
H 0.0 0.0 0.0
H 0.0 0.0 0.0
H 0.0 0.0 0.0
H 0.0 0.0 0.0